Version A
The following is a quantum chemistry calculation of a single C3H8O2 molecule, from OMol25.

Values from the calculation:
* gap between HOMO and LUMO: 10.91 eV
* HOMO level: -10.126 eV
* SMILES string: C[C@@H](O)CO
* lowest unoccupied orbital energy: 0.78 eV

```
! RIJCOSX wB97M-V def2-TZVPD def2/J DEFGRID3
* xyz 0 1
C -1.52569 0.23336 0.35219
C -0.28449 -0.39946 -0.23267
O -0.36652 -0.39996 -1.64064
C 0.92269 0.37786 0.22945
O 2.11265 -0.18042 -0.30570
H -1.60694 1.26560 -0.00380
H -1.45584 0.24464 1.44659
H -2.42190 -0.31426 0.05992
H -0.16557 -1.43351 0.14263
H 0.50904 -0.66800 -1.95718
H 0.86984 1.44826 0.00964
H 1.00772 0.25565 1.32731
H 2.40499 -0.42978 0.57227
*
```

Version B
The following is a quantum chemistry calculation of 3 unconnected molecules or ions with the total composition C3H8O2, from OMol25.

Values from the calculation:
* gap between HOMO and LUMO: 3.98 eV
* HOMO level: -7.631 eV
* lowest unoccupied orbital energy: -3.65 eV

```
! RIJCOSX wB97M-V def2-TZVPD def2/J DEFGRID3
* xyz 0 1
C -1.01604 0.00928 -1.15569
C -0.99454 0.20927 0.21472
O 0.18158 0.25942 0.84548
C -2.11567 0.41980 1.00226
H -1.87045 -0.06333 -1.82990
H -0.06272 0.10735 -1.68084
H 0.80483 -0.16732 0.19875
H 4.28391 0.62844 -0.33710
H -3.14069 0.33800 0.65963
H -1.96689 0.57270 2.05814
H 2.74889 -1.59558 -0.97108
H 3.83067 0.76261 0.22769
O 2.34439 -0.78484 -0.62955
*
```

Which one sits at the bottom of the stability order? version B does.

Version A
The following is a quantum chemistry calculation of 2 unconnected molecules or ions with the total composition C5H11N, from OMol25.

Values from the calculation:
* gap between HOMO and LUMO: 9.52 eV
* HOMO level: -8.639 eV
* SMILES string: C=CC.C=CN
* lowest unoccupied orbital energy: 0.88 eV

```
! RIJCOSX wB97M-V def2-TZVPD def2/J DEFGRID3
* xyz 0 1
C -3.22317 -2.85771 -1.13798
C -2.71583 -1.71667 -0.68243
C -2.03889 -1.51779 0.66444
H -3.61096 -2.84866 -2.14856
H -3.15109 -3.80522 -0.62303
H -2.94364 -0.78037 -1.17946
H -2.86541 -1.52080 1.39291
H -1.34612 -2.32661 0.84306
H -1.62438 -0.52786 0.79471
C 4.05556 2.55636 0.33072
C 2.95214 1.83277 0.51245
N 1.62204 2.27604 0.22399
H 4.13745 3.49719 -0.18775
H 5.02841 2.10518 0.49564
H 2.89188 0.99470 1.18921
H 1.66877 3.14700 -0.27015
H 1.16323 1.49246 -0.21776
*
```

Version B
The following is a quantum chemistry calculation of 4 unconnected molecules or ions with the total composition C5H11N, from OMol25.

Values from the calculation:
* gap between HOMO and LUMO: 10.10 eV
* HOMO level: -8.988 eV
* lowest unoccupied orbital energy: 1.11 eV

```
! RIJCOSX wB97M-V def2-TZVPD def2/J DEFGRID3
* xyz 0 1
C -1.88074 0.76873 -0.00822
C -1.77744 -0.26665 -0.90428
N 0.21111 -0.89684 -0.66325
C 0.50911 -1.24659 0.55890
C 0.98570 0.06243 0.16192
C 2.35595 0.51138 -0.26194
H -1.15622 -0.06034 1.24892
H -1.36818 1.70204 -0.23617
H -2.67418 0.84129 0.72739
H -2.31313 -1.19351 -0.69465
H -1.48179 -0.12670 -1.93436
H -0.62474 -0.69901 1.46986
H 0.71347 -2.21108 1.00861
H 0.40370 0.87388 0.61844
H 2.99412 0.65453 0.61742
H 2.26837 1.48150 -0.76483
H 2.83486 -0.19505 -0.94375
*
```

Version C
The following is a quantum chemistry calculation of a single C5H11N molecule, from OMol25.

Values from the calculation:
* gap between HOMO and LUMO: 9.20 eV
* HOMO level: -8.237 eV
* SMILES string: C=C(N)CCC
* lowest unoccupied orbital energy: 0.97 eV

```
! RIJCOSX wB97M-V def2-TZVPD def2/J DEFGRID3
* xyz 0 1
C -2.06061 0.59626 0.72323
C -0.93992 0.72922 -0.07438
N 0.04993 1.75923 -0.37700
C -0.42212 -0.46934 -0.82764
C 0.66733 -1.26938 -0.06277
C 1.91580 -0.61842 0.59313
H -2.18554 1.04897 1.69285
H -2.94475 0.11768 0.33522
H -0.07453 2.56457 0.26446
H -0.86250 1.76720 -1.09371
H -1.26231 -1.08041 -1.18744
H 0.08156 -0.18833 -1.75942
H 0.19681 -2.03028 0.63953
H 1.12839 -1.70898 -0.95522
H 2.74103 -1.31073 0.62969
H 2.19703 0.19943 -0.08729
H 1.77439 -0.10669 1.54676
*
```

Which one sits at the bottom of the stability order? version B does.

Version A
The following is a quantum chemistry calculation of a single C5H11N molecule, from OMol25.

Values from the calculation:
* gap between HOMO and LUMO: 10.14 eV
* HOMO level: -8.951 eV
* SMILES string: CC[C@H]1CN1C
* lowest unoccupied orbital energy: 1.19 eV

```
! RIJCOSX wB97M-V def2-TZVPD def2/J DEFGRID3
* xyz 0 1
C 2.35573 -0.42152 0.48611
C 1.29825 -0.51870 -0.65440
C -0.13596 -0.24378 -0.18285
C -0.50243 1.15187 0.11498
N -1.34996 0.45357 -0.83055
C -2.55945 0.03226 -0.07246
H 2.30491 0.51328 1.05923
H 2.29594 -1.24602 1.20875
H 3.36660 -0.46727 0.05546
H 1.58719 0.19402 -1.43107
H 1.38367 -1.52646 -1.07515
H -0.61563 -1.09578 0.23887
H 0.15091 1.85179 -0.40339
H -0.92111 1.52306 1.04515
H -3.19737 -0.64988 -0.64194
H -3.15883 0.91208 0.20093
H -2.30245 -0.46252 0.88233
*
```

Version B
The following is a quantum chemistry calculation of a single C5H11N molecule, from OMol25.

Values from the calculation:
* gap between HOMO and LUMO: 10.30 eV
* HOMO level: -9.058 eV
* SMILES string: C[C@@H]1[C@H](C)N1C
* lowest unoccupied orbital energy: 1.24 eV

```
! RIJCOSX wB97M-V def2-TZVPD def2/J DEFGRID3
* xyz 0 1
C -0.99178 -0.37725 1.69731
C -0.77585 -0.29850 0.20730
C 0.54907 -0.47236 -0.45678
C 1.85097 -0.70932 0.29068
N -0.06782 0.84008 -0.34437
C -0.60356 1.39988 -1.57166
H -1.83416 0.25517 1.99772
H -1.22654 -1.40646 1.99286
H -0.10841 -0.04480 2.25066
H -1.62987 -0.64466 -0.38413
H 0.49340 -0.92946 -1.44742
H 2.31032 0.24816 0.54640
H 2.56617 -1.27808 -0.31194
H 1.68849 -1.26092 1.22104
H 0.22380 1.73992 -2.20394
H -1.23640 2.26179 -1.33564
H -1.20786 0.67682 -2.14810
*
```

Which one sits at the bottom of the stability order? version A does.

Version A
The following is a quantum chemistry calculation of 2 unconnected molecules or ions with the total composition C9H13NO2, from OMol25.

Values from the calculation:
* gap between HOMO and LUMO: 9.37 eV
* HOMO level: -8.667 eV
* SMILES string: Cc1ccc(O)cc1.CC(N)=O
* lowest unoccupied orbital energy: 0.71 eV

```
! RIJCOSX wB97M-V def2-TZVPD def2/J DEFGRID3
* xyz 0 1
C 2.08205 1.46339 4.00554
C 1.70000 1.03253 2.61205
C 2.44088 1.40085 1.50286
C 2.12359 0.91638 0.23815
C 1.07197 0.02472 0.10929
O 0.82540 -0.58214 -1.10619
C 0.23244 -0.26437 1.17608
C 0.56512 0.24913 2.41945
H 2.27485 2.53700 3.99431
H 2.94842 0.90227 4.35955
H 1.30080 1.22833 4.71644
H 3.26999 2.08466 1.63910
H 2.72498 1.17750 -0.62237
H 1.66715 -0.82708 -1.51306
H -0.50093 -1.00622 0.97919
H -0.10264 0.09762 3.25180
C -2.69711 -0.25120 -3.71183
C -2.58788 -1.69226 -3.29869
N -2.94635 -1.98895 -2.02728
O -2.24092 -2.55306 -4.08002
H -1.86567 0.04817 -4.35640
H -2.64723 0.46300 -2.89247
H -3.58472 -0.13988 -4.34186
H -2.97946 -2.96788 -1.78711
H -3.07474 -1.35252 -1.26651
*
```

Version B
The following is a quantum chemistry calculation of 2 unconnected molecules or ions with the total composition C9H13NO2, from OMol25.

Values from the calculation:
* gap between HOMO and LUMO: 8.82 eV
* HOMO level: -8.194 eV
* SMILES string: Cc1ccc(O)cc1.CC(N)=O
* lowest unoccupied orbital energy: 0.62 eV

```
! RIJCOSX wB97M-V def2-TZVPD def2/J DEFGRID3
* xyz 0 1
C 1.06386 3.31379 -1.27892
C 1.44156 1.93656 -1.07136
C 0.70311 0.79763 -1.49335
C 0.91732 -0.47946 -1.07436
C 2.05852 -0.75569 -0.39011
O 2.32859 -2.07723 -0.16216
C 2.76616 0.33163 0.24677
C 2.45491 1.65956 -0.09956
H 0.12407 3.60249 -1.84534
H 1.78394 4.06967 -1.40896
H 0.59331 3.85284 -0.46686
H -0.31784 0.95072 -1.91051
H 0.25372 -1.28326 -1.42614
H 3.29736 -2.07206 0.35824
H 3.35363 -0.03238 1.09116
H 2.74787 2.53417 0.58752
C -2.09339 -1.82745 1.72819
C -3.19156 -1.11568 1.09096
N -3.80248 -0.05576 1.62160
O -3.46787 -1.49730 -0.06512
H -1.90836 -1.79681 2.89810
H -1.09102 -1.79230 1.31676
H -1.94755 -2.93103 1.79464
H -4.36939 0.42264 1.06418
H -3.51104 0.29648 2.46462
*
```

Which one sits at the bottom of the stability order? version B does.

Version A
The following is a quantum chemistry calculation of 2 unconnected molecules or ions with the total composition C9H13NO2, from OMol25.

Values from the calculation:
* gap between HOMO and LUMO: 8.88 eV
* HOMO level: -8.314 eV
* SMILES string: Cc1ccc(O)cc1.CC(N)=O
* lowest unoccupied orbital energy: 0.56 eV

```
! RIJCOSX wB97M-V def2-TZVPD def2/J DEFGRID3
* xyz 0 1
C -1.76230 1.94825 0.08937
C -0.33874 1.62056 0.81919
C 0.55523 0.78233 0.09627
C 1.68618 0.33781 0.66245
C 1.91338 0.70509 2.02631
O 3.07386 0.47338 2.69718
C 0.99173 1.39641 2.79108
C -0.23787 1.88565 2.11559
H -2.54961 1.25793 0.53996
H -1.62408 1.65025 -0.94755
H -2.17219 2.92762 0.36250
H 0.48127 0.51027 -0.97058
H 2.29961 -0.47558 0.16641
H 3.29432 -0.56800 2.59696
H 1.20039 1.88801 3.78162
H -0.91357 2.52825 2.71878
C -1.78790 -2.29580 -1.85838
C -0.44926 -1.54956 -2.32269
N 0.71691 -2.23043 -2.43229
O -0.50310 -0.38645 -2.55718
H -1.66982 -3.19481 -1.15296
H -2.28039 -2.68091 -2.68711
H -2.41730 -1.55020 -1.46502
H 1.67411 -1.70656 -2.69121
H 0.81916 -3.27351 -2.37872
*
```

Version B
The following is a quantum chemistry calculation of 2 unconnected molecules or ions with the total composition C9H13NO2, from OMol25.

Values from the calculation:
* gap between HOMO and LUMO: 8.65 eV
* HOMO level: -8.005 eV
* SMILES string: Cc1ccc(O)cc1.CC(N)=O
* lowest unoccupied orbital energy: 0.64 eV

```
! RIJCOSX wB97M-V def2-TZVPD def2/J DEFGRID3
* xyz 0 1
C 3.50656 1.67015 2.31619
C 2.17619 0.96769 2.14266
C 1.32748 1.58232 1.20878
C 0.00962 1.21530 0.99592
C -0.46627 -0.01038 1.63376
O -1.64808 -0.67074 1.52486
C 0.39834 -0.69478 2.51921
C 1.65503 -0.11470 2.86466
H 4.22111 0.96049 2.52836
H 3.29775 2.42027 3.17400
H 4.01781 2.27462 1.45279
H 1.71874 2.32928 0.56477
H -0.66472 1.69375 0.28397
H -1.97849 -0.48986 0.65250
H 0.05750 -1.76694 2.70471
H 2.13712 -0.46113 3.79091
C -1.85594 0.29651 -4.23467
C -1.70662 -0.87153 -3.31970
N -0.91172 -2.01608 -3.68603
O -2.03139 -1.11642 -2.13886
H -2.99058 0.60643 -3.99127
H -1.69159 0.04647 -5.26557
H -1.25769 1.19552 -4.10719
H -0.76663 -2.82429 -3.19634
H -0.54893 -1.81822 -4.63829
*
```

Version C
The following is a quantum chemistry calculation of 2 unconnected molecules or ions with the total composition C9H13NO2, from OMol25.

Values from the calculation:
* gap between HOMO and LUMO: 9.00 eV
* HOMO level: -8.386 eV
* SMILES string: Cc1ccc(O)cc1.CC(N)=O
* lowest unoccupied orbital energy: 0.61 eV

```
! RIJCOSX wB97M-V def2-TZVPD def2/J DEFGRID3
* xyz 0 1
C 3.18930 -1.50073 -2.32680
C 1.92567 -1.45210 -1.49275
C 1.48835 -0.29102 -0.89941
C 0.31491 -0.28803 -0.13933
C -0.36142 -1.46753 0.10861
O -1.52791 -1.51521 0.82845
C 0.12424 -2.67809 -0.39133
C 1.23756 -2.63916 -1.20905
H 3.76483 -0.59324 -2.18199
H 2.93249 -1.62136 -3.38896
H 3.77972 -2.38217 -2.07883
H 2.08145 0.61209 -0.91570
H -0.24117 0.56790 0.19298
H -1.86186 -0.61756 0.98202
H -0.35695 -3.61572 -0.18013
H 1.59926 -3.56853 -1.65478
C -1.78209 2.71974 -0.08684
C -1.59489 2.56154 1.40427
N -0.39411 2.94987 1.89584
O -2.50137 2.18417 2.12265
H -1.06425 3.45893 -0.46530
H -2.74829 3.14225 -0.37314
H -1.56018 1.84413 -0.69199
H -0.26396 3.16028 2.86955
H 0.32863 3.23162 1.25440
*
```

Which one sits at the bottom of the stability order? version B does.

Version A
The following is a quantum chemistry calculation of a molecular structure, C3H3NO2, from OMol25.

Values from the calculation:
* gap between HOMO and LUMO: 9.29 eV
* HOMO level: -9.467 eV
* lowest unoccupied orbital energy: -0.17 eV

```
! RIJCOSX wB97M-V def2-TZVPD def2/J DEFGRID3
* xyz 0 1
O 2.31826 -0.97541 0.71561
C 1.39436 -0.28651 0.47877
N 0.87754 0.85095 0.30835
C -0.44884 0.80909 -0.25363
C -0.96262 -0.56932 -0.02886
O -0.09336 -1.37025 0.28264
H 0.02626 0.82374 -1.23447
H -1.13066 1.66078 -0.12167
H -1.98093 -0.94306 -0.14673
*
```

Version B
The following is a quantum chemistry calculation of a single C3H3NO2 molecule, from OMol25.

Values from the calculation:
* gap between HOMO and LUMO: 9.48 eV
* HOMO level: -8.560 eV
* SMILES string: Oc1cocn1
* lowest unoccupied orbital energy: 0.92 eV

```
! RIJCOSX wB97M-V def2-TZVPD def2/J DEFGRID3
* xyz 0 1
O 1.95312 -0.13677 0.22463
C 0.65356 -0.04360 -0.13128
C 0.00278 1.13615 -0.25760
O -1.32089 0.96278 -0.06029
C -1.43519 -0.68891 0.21108
N -0.25404 -1.11967 0.19196
H 2.29654 -0.99644 -0.02784
H 0.50190 2.09624 -0.49849
H -2.42423 -1.20338 0.35058
*
```

Which one sits at the bottom of the stability order? version B does.